This record from OMol25 describes C20H23N5O5S in the gas phase. The level of theory is ωB97M-V with the def2-TZVPD basis set.

The highest occupied orbital energy comes out at -8.06 eV. The value obtained for the energy relative to the best compared isomer or geometry (same formula, charge and spin) is 0.000 eV. The HOMO-LUMO gap is 0.3086 hartree. Its structure (SMILES) is CCCn1c(SCC(=O)Nc2ccccc2C(=O)OC)nc2c1c(=O)n(C)c(=O)n2C.

CARTESIAN COORDINATES (ANGSTROEM)
C1 -4.2895 -1.4270 1.2189
C2 -3.6876 -2.4324 0.2452
C3 -2.7630 -1.7583 -0.7731
N1 -1.6525 -1.1050 -0.1298
C4 -0.5480 -1.6724 0.3936
S1 -0.0980 -3.3253 0.1071
C5 1.4132 -3.4135 1.1143
C6 2.3259 -2.1911 1.0778
O1 2.8757 -1.8218 2.0855
N2 2.5375 -1.6711 -0.1671
C7 3.0746 -0.3888 -0.3401
C8 4.2348 -0.0351 0.3426
C9 4.7499 1.2434 0.2452
C10 4.1093 2.1999 -0.5280
C11 2.9550 1.8629 -1.2041
C12 2.4288 0.5721 -1.1330
C13 1.1730 0.3533 -1.8835
O2 0.3667 1.2224 -2.1042
O3 1.0182 -0.9133 -2.3267
C14 -0.1047 -1.1688 -3.1622
N3 0.2360 -0.8184 1.0288
C15 -0.3848 0.3752 0.9023
C16 -1.5671 0.2365 0.1942
C17 -2.3735 1.3564 -0.1805
O4 -3.4079 1.3255 -0.8230
N4 -1.8235 2.5474 0.2925
C18 -2.5103 3.7822 -0.0480
C19 -0.6502 2.7142 1.0141
O5 -0.2672 3.8100 1.3561
N5 0.0551 1.5745 1.3474
C20 1.2869 1.7017 2.0971
H1 -3.5212 -0.9982 1.8594
H2 -5.0279 -1.9103 1.8534
H3 -4.7712 -0.6177 0.6755
H4 -3.1283 -3.1958 0.7910
H5 -4.4834 -2.9307 -0.3097
H6 -3.3125 -0.9884 -1.3193
H7 -2.3717 -2.5061 -1.4696
H8 1.9528 -4.2862 0.7415
H9 1.1252 -3.5851 2.1517
H10 1.9111 -1.9720 -0.9045
H11 4.7211 -0.7726 0.9588
H12 5.6538 1.4949 0.7787
H13 4.5041 3.2015 -0.5982
H14 2.4294 2.5920 -1.8023
H15 -0.3609 -2.2181 -3.0313
H16 0.1661 -0.9758 -4.2017
H17 -0.9384 -0.5218 -2.8842
H18 -2.7125 4.3501 0.8593
H19 -3.4371 3.5150 -0.5501
H20 -1.8842 4.3838 -0.7063
H21 1.6850 0.7048 2.2685
H22 2.0037 2.3007 1.5348
H23 1.0841 2.2005 3.0450

Force components x, y, z for each atom (eV/Å):
C 0.035 -0.159 -0.086
C 0.055 0.230 -0.038
C -0.569 -0.508 -0.113
N 0.473 0.115 0.131
C 0.011 0.265 0.107
S 0.022 -0.448 -0.221
C -0.392 0.118 0.200
C 0.195 -0.385 -0.068
O 0.135 -0.002 0.222
N 0.199 -0.233 -0.483
C 0.039 0.219 -0.007
C 0.086 -0.003 0.011
C -0.097 -0.033 -0.047
C -0.009 0.058 -0.014
C -0.034 -0.101 -0.038
C 0.272 0.064 0.205
C -0.388 0.179 -0.102
O 0.151 -0.081 -0.107
O 0.371 -0.049 0.161
C -0.406 0.108 -0.175
N -0.236 0.247 0.241
C -1.204 -0.571 -0.619
C 0.614 0.396 0.476
C 0.203 -0.377 0.118
O -0.193 -0.057 -0.168
N -0.212 0.196 -0.115
C -0.185 0.238 -0.042
C 0.211 -0.307 0.163
O 0.118 0.338 0.065
N -0.014 0.200 -0.055
C 0.232 0.187 0.174
H 0.034 0.074 0.076
H -0.058 0.000 0.098
H -0.069 0.124 -0.005
H -0.029 -0.079 -0.050
H 0.014 -0.088 -0.033
H 0.126 -0.128 -0.037
H -0.017 0.131 -0.050
H -0.036 0.026 0.006
H 0.176 0.076 -0.096
H 0.035 0.009 0.212
H 0.014 -0.043 0.020
H 0.086 0.010 0.058
H 0.033 0.092 -0.016
H -0.041 0.055 -0.032
H 0.044 0.030 0.001
H -0.022 -0.014 0.064
H 0.050 -0.117 -0.037
H 0.012 0.002 -0.075
H 0.107 0.054 0.057
H -0.036 0.015 0.036
H 0.021 0.013 0.015
H 0.012 -0.045 0.042
H 0.062 -0.038 -0.027

---

This record from OMol25 describes 2 unconnected molecules or ions with the total composition C20H23NO5S2. The level of theory is ωB97M-V with the def2-TZVPD basis set.

The highest occupied orbital energy comes out at -8.33 eV. The value obtained for the energy relative to the best compared isomer or geometry (same formula, charge and spin) is 5.363 eV. The HOMO-LUMO gap is 0.3041 hartree. Its structure (SMILES) is COc1ccc(C=C2S(=O)(=O)c3ccccc3S2(=O)=O)cc1.CN1CCCC1.

CARTESIAN COORDINATES (ANGSTROEM)
C1 2.4761 1.0256 -5.6679
O1 3.0891 0.5458 -4.4495
C2 2.3454 0.4480 -3.3185
C3 0.9494 0.6763 -3.2444
C4 0.3052 0.4984 -2.0297
C5 1.0073 0.1595 -0.8458
C6 0.3139 -0.1656 0.4006
C7 -0.5552 -1.2020 0.4388
S1 -1.3314 -1.8025 1.9422
O2 -0.3444 -2.0058 2.9755
O3 -2.5388 -1.0383 2.1905
C8 -1.7809 -3.4035 1.2274
C9 -2.3054 -4.4691 1.9551
C10 -2.6524 -5.6427 1.2867
C11 -2.4951 -5.7522 -0.0973
C12 -1.9737 -4.6856 -0.8171
C13 -1.6405 -3.5208 -0.1440
S2 -0.8933 -2.1630 -1.0448
O4 -1.9157 -1.5171 -1.8461
O5 0.2973 -2.7157 -1.6474
C14 2.4135 0.1416 -0.9158
C15 3.0663 0.1899 -2.1283
H1 3.3158 1.1116 -6.3630
H2 1.7389 0.3028 -6.0500
H3 2.0023 2.0069 -5.5141
H4 0.3781 0.9850 -4.1296
H5 -0.7748 0.6658 -1.9977
H6 0.5358 0.3533 1.3315
H7 -2.4311 -4.3617 3.0302
H8 -3.0318 -6.4863 1.8528
H9 -2.7573 -6.6671 -0.6244
H10 -1.8137 -4.7293 -1.8941
H11 2.9736 -0.0043 0.0064
H12 4.1439 0.0558 -2.2089
C16 -0.7919 2.4219 0.4825
N1 -0.0163 2.4205 1.6865
C17 1.0209 3.4769 1.7040
C18 1.1465 3.9685 3.1511
C19 -0.0763 3.3814 3.9126
C20 -0.8672 2.5597 2.8852
H13 -1.4398 1.5433 0.4826
H14 -1.4219 3.3168 0.3649
H15 -0.1263 2.3550 -0.3779
H16 1.9615 3.0842 1.2997
H17 0.7179 4.3233 1.0600
H18 2.0926 3.6381 3.5957
H19 1.1109 5.0678 3.1697
H20 0.2373 2.7500 4.7514
H21 -0.7090 4.1959 4.2941
H22 -1.8004 3.0986 2.6333
H23 -1.1552 1.5646 3.2451

Force components x, y, z for each atom (eV/Å):
C 0.210 -0.313 0.583
O -0.358 0.165 -0.329
C -0.515 0.362 0.537
C 0.881 -0.107 -0.360
C -0.011 -0.134 0.575
C 0.204 0.975 -1.319
C -0.550 -1.776 0.316
C 0.868 0.860 -0.445
S -0.394 -0.415 -0.880
O -0.520 0.324 -0.367
O 0.885 -0.472 0.091
C -0.259 0.198 0.049
C 0.056 0.120 0.060
C 0.098 0.180 0.042
C 0.129 0.149 -0.021
C -0.094 0.006 -0.119
C 0.284 0.286 -0.181
S -0.865 -0.783 0.758
O 0.753 -0.383 0.342
O -0.409 0.666 0.103
C -0.500 -0.544 0.351
C -0.172 0.269 -0.778
H -0.317 0.029 0.068
H 0.197 0.217 0.133
H 0.150 -0.273 -0.022
H 0.287 -0.245 0.474
H 0.398 -0.202 0.078
H 0.207 0.052 -0.127
H 0.017 -0.156 -0.176
H -0.019 0.113 -0.042
H 0.020 0.147 0.217
H -0.079 -0.112 0.255
H -0.003 -0.081 -0.211
H -0.239 0.132 0.096
C -0.135 -0.070 -0.435
N 0.386 0.756 0.947
C -0.458 0.078 -0.188
C -0.106 -0.046 0.124
C 0.112 0.012 -0.025
C -0.086 0.219 -0.275
H -0.165 0.107 -0.140
H 0.002 0.072 0.102
H -0.146 0.112 0.037
H -0.132 0.055 0.060
H 0.024 -0.211 0.052
H -0.238 0.141 -0.025
H 0.199 -0.382 0.080
H -0.039 0.254 -0.119
H 0.239 -0.358 0.069
H 0.188 -0.172 -0.031
H 0.014 0.180 0.018

---

This record from OMol25 describes C20H23NO6 in the gas phase. The level of theory is ωB97M-V with the def2-TZVPD basis set.

The highest occupied orbital energy comes out at -8.09 eV. The value obtained for the energy relative to the best compared isomer or geometry (same formula, charge and spin) is 1.802 eV. The HOMO-LUMO gap is 0.3221 hartree. Its structure (SMILES) is CCOc1ccc([C@H](CC(=O)O)NC(=O)COc2ccccc2)cc1OC.

CARTESIAN COORDINATES (ANGSTROEM)
C1 -4.6227 -2.1614 0.7208
C2 -4.5255 -0.6791 0.3784
O1 -3.4189 -0.0483 1.0001
C3 -2.1372 -0.4097 0.7176
C4 -1.2215 -0.1084 1.7211
C5 0.1291 -0.3493 1.5779
C6 0.6030 -0.9352 0.4153
C7 2.0827 -1.1275 0.1696
C8 2.7864 -1.9074 1.2930
C9 4.2489 -2.0332 0.9421
O2 5.1139 -1.2805 1.2980
O3 4.4770 -3.0788 0.1433
N1 2.6892 0.1790 0.0098
C10 2.9499 0.7177 -1.1939
O4 2.9375 0.1016 -2.2391
C11 3.2777 2.2132 -1.1192
O5 2.6404 2.8614 -0.0429
C12 1.2679 2.8667 -0.0028
C13 0.4397 2.3459 -0.9888
C14 -0.9345 2.3910 -0.8219
C15 -1.4935 2.9436 0.3146
C16 -0.6659 3.4666 1.2948
C17 0.7046 3.4311 1.1404
C18 -0.2970 -1.2370 -0.5969
C19 -1.6549 -0.9734 -0.4801
O6 -2.5475 -1.2205 -1.4907
C20 -2.0792 -1.8019 -2.6837
H1 -3.7821 -2.7053 0.2979
H2 -5.5438 -2.5705 0.3152
H3 -4.6188 -2.2971 1.8000
H4 -5.3871 -0.1429 0.7871
H5 -4.5008 -0.5386 -0.7053
H6 -1.6080 0.3430 2.6207
H7 0.8007 -0.0780 2.3775
H8 2.2355 -1.6490 -0.7818
H9 2.3382 -2.8965 1.3723
H10 2.6924 -1.3743 2.2380
H11 5.4091 -3.1110 -0.1243
H12 2.7023 0.7839 0.8183
H13 4.3497 2.3330 -0.9364
H14 3.0337 2.6784 -2.0819
H15 0.8478 1.8997 -1.8819
H16 -1.5710 1.9832 -1.5927
H17 -2.5646 2.9601 0.4403
H18 -1.0900 3.9024 2.1869
H19 1.3650 3.8338 1.8927
H20 0.0896 -1.6618 -1.5091
H21 -1.6449 -2.7912 -2.5079
H22 -1.3441 -1.1636 -3.1829
H23 -2.9579 -1.9038 -3.3193

Force components x, y, z for each atom (eV/Å):
C 0.167 0.416 -0.006
C -0.541 -0.360 -0.165
O 0.255 0.250 -0.078
C 0.233 -0.148 0.018
C -0.131 -0.084 -0.176
C -0.005 -0.144 -0.119
C -0.062 -0.128 -0.085
C -0.106 -0.090 -0.072
C 0.093 0.041 -0.323
C 0.047 0.261 0.395
O 0.111 0.108 0.084
O -0.099 -0.616 -0.468
N 0.224 -0.132 0.345
C 0.100 0.368 0.251
O -0.016 -0.074 -0.369
C 0.072 -0.045 -0.350
O -0.045 0.082 0.233
C -0.248 0.124 0.129
C 0.336 0.027 -0.092
C -0.088 0.077 0.070
C -0.130 0.033 -0.059
C 0.017 0.017 -0.012
C 0.248 -0.049 -0.094
C 0.038 -0.062 0.006
C -0.207 0.019 0.110
O -0.031 0.237 0.422
C 0.057 -0.091 -0.201
H 0.053 -0.098 -0.048
H -0.103 -0.076 -0.052
H -0.036 -0.043 0.091
H 0.096 -0.074 -0.089
H -0.052 0.050 0.218
H -0.080 0.062 0.108
H 0.102 0.052 0.142
H -0.065 0.067 0.186
H -0.050 0.033 0.061
H 0.063 -0.056 0.015
H -0.088 0.248 0.192
H -0.015 0.068 -0.135
H -0.131 -0.034 -0.076
H -0.017 -0.142 0.111
H 0.054 -0.053 -0.113
H -0.063 -0.068 -0.076
H -0.119 -0.016 0.013
H -0.033 0.044 0.086
H 0.078 0.049 0.095
H 0.017 -0.045 -0.140
H 0.007 0.046 -0.002
H -0.003 -0.033 0.021
H 0.098 -0.016 -0.001

---

This record from OMol25 describes a molecular structure, C20H24AsB2Cl2F4N4NaO4S7. The level of theory is ωB97M-V with the def2-TZVPD basis set.

The highest occupied orbital energy comes out at -1.61 eV. As for the charge: -2. The value obtained for the energy relative to the best compared isomer or geometry (same formula, charge and spin) is 0.000 eV. The HOMO-LUMO gap is 0.1415 hartree.

CARTESIAN COORDINATES (ANGSTROEM)
Na1 0.3243 0.3437 -0.4494
C1 1.5705 -3.8330 2.3087
C2 1.3522 -2.6021 1.4757
N1 0.2020 -2.0706 1.2828
O1 -0.8106 -2.6745 1.9682
B1 -2.1714 -2.1196 1.8200
F1 -2.8511 -2.5153 2.9910
F2 -2.8365 -2.7152 0.7201
O2 -2.2976 -0.6512 1.6597
N2 -1.2386 0.2400 1.5883
C3 -0.6628 0.5224 2.6937
C4 -1.0421 -0.0197 4.0408
C5 0.5475 1.3938 2.6170
N3 1.2280 1.2752 1.5468
O3 2.4070 1.9654 1.5201
B2 3.5557 1.0337 1.2758
F3 3.7481 0.3143 2.4926
F4 4.6634 1.8161 0.9901
O4 3.3902 0.0747 0.1495
N4 2.3155 -0.7850 0.3211
C6 2.5480 -1.8521 0.9780
C7 3.9113 -2.3121 1.4029
C8 1.0094 2.2259 3.7772
H1 0.6204 -4.2197 2.6609
H2 2.0766 -4.5996 1.7167
H3 2.2110 -3.6126 3.1652
H4 -1.7111 -0.8680 3.9561
H5 -0.1436 -0.3131 4.5876
H6 -1.5395 0.7598 4.6270
H7 4.6631 -1.7310 0.8774
H8 4.0594 -2.1607 2.4723
H9 4.0323 -3.3748 1.1806
H10 0.3440 2.1370 4.6341
H11 2.0200 1.9251 4.0575
H12 1.0667 3.2737 3.4773
Cl1 1.2725 -0.1014 -2.9557
C9 2.1291 0.4649 -4.3794
C10 3.2031 -0.3169 -4.7607
C11 3.9480 0.0212 -5.8806
C12 3.5846 1.1537 -6.5957
C13 2.5014 1.9105 -6.1924
Cl2 2.1299 3.3110 -7.1774
C14 1.6865 1.6241 -5.0625
S1 0.3252 2.5425 -4.5940
H13 3.4543 -1.1836 -4.1641
H14 4.7963 -0.5796 -6.1823
H15 4.1376 1.4622 -7.4736
S2 -5.0001 -5.7354 -1.9066
C15 -3.8399 -4.5838 -1.8814
S3 -2.1764 -4.9321 -1.5790
C16 -1.5262 -3.3077 -1.6990
C17 -2.5612 -2.2609 -1.9655
S4 -2.2792 -0.6837 -2.1045
S5 -4.1790 -2.9083 -2.1438
S6 0.0442 -3.0138 -1.5503
C18 -4.1107 1.4083 0.2419
As1 -2.9453 2.9030 -0.1179
C19 -2.4382 3.5764 1.6250
C20 -4.1721 4.2713 -0.7343
S7 -1.3999 2.6233 -1.4836
H16 -4.8737 1.7113 0.9608
H17 -3.5260 0.5784 0.6424
H18 -4.5792 1.1109 -0.6951
H19 -3.3246 3.7948 2.2219
H20 -1.8481 4.4797 1.4811
H21 -1.8300 2.8171 2.1093
H22 -4.9876 4.4110 -0.0240
H23 -4.5624 3.9626 -1.7024
H24 -3.6148 5.1977 -0.8597

Force components x, y, z for each atom (eV/Å):
Na -0.171 -0.010 0.209
C 0.041 -0.009 -0.029
C -0.079 -0.048 -0.026
N 0.031 0.084 0.035
O -0.035 0.025 0.005
B 0.054 -0.108 -0.025
F 0.008 0.022 -0.034
F 0.037 0.021 0.013
O 0.030 -0.013 0.143
N 0.129 0.002 0.105
C -0.094 -0.007 -0.023
C 0.025 0.040 0.013
C 0.043 0.027 0.033
N 0.015 0.006 0.017
O -0.078 0.014 -0.018
B 0.094 0.016 -0.028
F 0.001 -0.021 0.004
F -0.067 -0.036 0.022
O 0.002 -0.020 0.017
N -0.027 -0.017 -0.014
C 0.030 0.060 0.035
C -0.019 0.000 0.015
C -0.014 -0.018 0.020
H -0.011 0.000 -0.007
H -0.001 0.003 0.002
H -0.011 0.004 0.005
H -0.020 -0.017 -0.015
H -0.006 -0.016 -0.010
H 0.007 -0.004 -0.007
H -0.002 0.007 -0.010
H 0.000 -0.001 0.004
H 0.000 0.005 0.001
H -0.005 -0.001 -0.004
H 0.000 -0.003 0.000
H 0.010 -0.003 -0.014
Cl 0.098 -0.003 -0.493
C 0.070 -0.128 0.135
C 0.026 0.053 0.019
C 0.001 -0.003 -0.005
C -0.030 0.007 0.032
C -0.023 0.034 -0.013
Cl -0.001 -0.026 0.022
C -0.012 -0.003 -0.093
S -0.024 0.012 0.013
H 0.007 0.000 0.005
H -0.003 0.006 -0.005
H 0.005 -0.010 0.002
S 0.034 0.012 -0.025
C -0.106 -0.012 0.057
S 0.057 0.000 0.004
C 0.078 0.025 -0.015
C -0.022 0.055 0.016
S 0.012 -0.015 -0.019
S 0.015 -0.004 -0.038
S -0.046 -0.038 0.029
C 0.015 0.058 -0.028
As -0.019 -0.079 0.025
C 0.031 -0.017 -0.024
C 0.014 0.015 -0.032
S -0.041 0.041 0.042
H 0.000 0.014 0.006
H -0.078 0.032 -0.037
H 0.020 0.008 -0.022
H -0.005 -0.028 -0.008
H 0.016 -0.005 -0.012
H 0.007 0.005 0.023
H -0.001 -0.004 0.005
H -0.006 0.000 0.003
H -0.005 0.013 -0.003

---

Question: The highest energy relative to the best compared isomer or geometry (same formula, charge and spin) belongs to which entry?
Answer: C20H23NO5S2

---

Question: The lowest highest occupied orbital energy belongs to which entry?
Answer: C20H23NO5S2

---

Question: Among the records above, which one has the highest HOMO-LUMO gap?
Answer: C20H23NO6